No. 1
Computed, not measured: a structure of composition C6H16O16S3V, with ωB97M-V with the def2-TZVPD basis set.

Cartesian coordinates (Å):
O: 13.171 9.001 21.134
V: 12.152 9.636 22.156
O: 12.283 11.243 22.008
S: 9.328 7.023 23.872
O: 9.278 6.608 25.258
O: 9.415 8.463 23.780
O: 10.554 6.644 23.105
O: 8.093 6.664 23.123
S: 14.275 8.859 26.989
O: 13.253 8.004 27.621
O: 14.315 10.139 27.710
O: 15.604 8.308 27.021
O: 13.920 9.264 25.599
S: 9.187 8.098 18.534
O: 10.027 6.929 18.645
O: 9.136 8.530 17.152
O: 7.861 7.860 19.084
O: 9.898 9.074 19.386
C: 13.847 12.505 15.742
C: 13.663 12.405 17.291
C: 14.450 13.416 18.174
O: 12.275 12.670 17.480
H: 13.936 13.521 15.358
H: 13.000 12.081 15.203
H: 14.709 11.933 15.398
H: 13.950 11.387 17.551
H: 14.673 14.369 17.695
H: 15.363 13.011 18.612
H: 13.798 13.579 19.033
H: 11.971 12.004 18.100
C: 18.327 12.766 22.289
C: 17.695 11.478 22.908
C: 18.623 10.544 23.737
O: 16.757 12.068 23.743
H: 19.168 13.191 22.836
H: 17.629 13.597 22.189
H: 18.790 12.538 21.329
H: 17.196 10.938 22.103
H: 18.646 10.870 24.777
H: 19.618 10.741 23.338
H: 18.169 9.553 23.714
H: 16.271 11.327 24.114

As for the total charge: -5. The LUMO energy comes out at 8.342 eV. The energy above the lowest of the compared OMol25 structures with the same formula, charge and spin is 0.0 kJ/mol. As for the orbital gap: 0.089 hartree.

From a Löwdin analysis of the wavefunction, the atomic charges in e read: atom 1 (O): -0.35, atom 2 (V): 1.17, atom 3 (O): -0.43, atom 4 (S): 0.12, atom 5 (O): -0.43, atom 6 (O): -0.42, atom 7 (O): -0.43, atom 8 (O): -0.45, atom 9 (S): 0.06, atom 10 (O): -0.47, atom 11 (O): -0.53, atom 12 (O): -0.50, atom 13 (O): -0.50, atom 14 (S): 0.04, atom 15 (O): -0.45, atom 16 (O): -0.50, atom 17 (O): -0.45, atom 18 (O): -0.46, atom 19 (C): -0.07, atom 20 (C): -0.44, atom 21 (C): -0.05, atom 22 (O): -0.06, atom 23 (H): 0.05, atom 24 (H): 0.07, atom 25 (H): 0.06, atom 26 (H): 0.14, atom 27 (H): 0.05, atom 28 (H): 0.06, atom 29 (H): 0.08, atom 30 (H): 0.11, atom 31 (C): -0.08, atom 32 (C): -0.48, atom 33 (C): -0.04, atom 34 (O): -0.05, atom 35 (H): 0.05, atom 36 (H): 0.07, atom 37 (H): 0.05, atom 38 (H): 0.13, atom 39 (H): 0.08, atom 40 (H): 0.05, atom 41 (H): 0.09, atom 42 (H): 0.11

No. 2
Computed, not measured: a structure of composition C20H18F6N4OSSbTa, with ωB97M-V with the def2-TZVPD basis set.

Cartesian coordinates (Å):
Ta: -0.442 0.885 -0.459
C: 1.754 -2.796 5.766
C: 2.785 -2.787 4.793
C: 2.482 -2.534 3.491
C: 1.115 -2.305 3.141
C: 0.080 -2.321 4.120
C: 0.409 -2.559 5.422
N: 0.756 -2.050 1.857
N: 1.382 -2.127 0.841
C: 1.673 -1.743 -0.392
C: 2.594 -2.680 -0.995
C: 3.110 -2.439 -2.228
C: 2.692 -1.282 -2.893
C: 1.741 -0.390 -2.334
C: 1.176 -0.545 -1.081
H: 2.010 -2.993 6.800
H: 3.806 -2.988 5.087
H: 3.245 -2.524 2.723
H: -0.946 -2.156 3.821
H: -0.356 -2.572 6.187
H: 2.878 -3.562 -0.433
H: 3.823 -3.117 -2.677
H: 3.092 -1.063 -3.877
H: 1.451 0.441 -2.950
F: -2.488 0.314 -0.295
Sb: -3.580 2.076 -0.018
F: -1.823 2.425 0.779
F: -2.428 2.357 -1.492
F: -3.967 3.864 0.048
F: -4.896 1.534 -1.166
F: -4.098 1.362 1.586
N: 0.466 3.758 -2.468
C: -0.191 2.766 -3.065
N: -0.346 1.539 -2.538
C: -1.135 0.725 -3.405
C: -1.538 -0.582 -3.161
C: -2.339 -1.215 -4.100
C: -2.722 -0.561 -5.268
C: -2.315 0.741 -5.519
C: -1.527 1.368 -4.569
S: -0.921 3.010 -4.593
H: 0.885 3.672 -1.559
H: 0.505 4.671 -2.894
H: -1.254 -1.118 -2.261
H: -2.672 -2.228 -3.922
H: -3.346 -1.072 -5.987
H: -2.610 1.251 -6.427
C: -0.523 0.641 2.717
O: -0.292 0.520 1.297
H: -0.899 1.640 2.910
H: 0.414 0.484 3.244
H: -1.278 -0.090 2.991

As for the total charge: +3. The LUMO energy (alpha / beta) comes out at -12.979 / -12.201 eV. The multiplicity is 2. The energy above the lowest of the compared OMol25 structures with the same formula, charge and spin is 390.2 kJ/mol. Its expectation value of S² is 1.05. As for the orbital gap (alpha / beta): 0.133 / 0.162 hartree.

From a Löwdin analysis of the wavefunction, the atomic charges in e read: atom 1 (Ta): 1.92, atom 2 (C): 0.08, atom 3 (C): 0.01, atom 4 (C): 0.05, atom 5 (C): -0.19, atom 6 (C): 0.04, atom 7 (C): 0.01, atom 8 (N): 0.24, atom 9 (N): 0.20, atom 10 (C): -0.19, atom 11 (C): 0.07, atom 12 (C): 0.01, atom 13 (C): 0.08, atom 14 (C): -0.08, atom 15 (C): -0.15, atom 16 (H): 0.15, atom 17 (H): 0.14, atom 18 (H): 0.13, atom 19 (H): 0.13, atom 20 (H): 0.14, atom 21 (H): 0.15, atom 22 (H): 0.15, atom 23 (H): 0.15, atom 24 (H): 0.09, atom 25 (F): -0.41, atom 26 (Sb): 1.51, atom 27 (F): -0.40, atom 28 (F): -0.35, atom 29 (F): -0.27, atom 30 (F): -0.26, atom 31 (F): -0.27, atom 32 (N): 0.16, atom 33 (C): -0.67, atom 34 (N): -0.18, atom 35 (C): -0.34, atom 36 (C): -0.06, atom 37 (C): -0.03, atom 38 (C): -0.03, atom 39 (C): -0.03, atom 40 (C): -0.43, atom 41 (S): 1.22, atom 42 (H): 0.11, atom 43 (H): 0.13, atom 44 (H): 0.08, atom 45 (H): 0.12, atom 46 (H): 0.13, atom 47 (H): 0.13, atom 48 (C): -0.05, atom 49 (O): -0.44, atom 50 (H): 0.10, atom 51 (H): 0.09, atom 52 (H): 0.09

No. 3
Computed, not measured: a structure of composition C79H65BF3GeN3O2P2S2ScTe, with ωB97M-V with the def2-TZVPD basis set.

Cartesian coordinates (Å):
Sc: 0.607 0.387 -0.211
Te: -0.566 5.367 1.483
C: -2.546 5.906 1.990
C: -3.403 6.464 1.052
C: -4.736 6.652 1.393
N: -5.255 6.328 2.575
C: -4.419 5.806 3.471
C: -3.070 5.579 3.234
C: -0.917 3.396 1.016
P: -0.110 2.078 1.898
C: 0.560 2.712 3.482
C: 1.818 3.310 3.527
C: 2.336 3.811 4.713
C: 1.594 3.724 5.882
C: 0.336 3.140 5.849
C: -0.176 2.634 4.662
C: -1.307 0.775 2.397
C: -2.593 1.187 3.077
C: -3.237 0.244 3.759
C: -2.609 -1.133 3.804
C: -1.146 -0.976 4.110
C: -0.502 -0.099 3.361
P: -0.814 2.830 -0.664
C: -0.989 4.215 -1.832
C: 0.152 4.863 -2.292
C: 0.065 5.933 -3.169
C: -1.180 6.364 -3.606
C: -2.326 5.724 -3.156
C: -2.235 4.657 -2.272
C: -2.319 1.826 -0.909
C: -2.440 1.173 -2.342
C: -3.831 1.164 -2.909
C: -4.885 1.597 -2.222
C: -4.761 2.210 -0.893
C: -3.576 2.364 -0.306
H: -3.050 6.736 0.066
H: -5.424 7.077 0.670
H: -4.851 5.550 4.432
H: -2.448 5.141 4.005
H: 2.398 3.424 2.622
H: 3.313 4.276 4.718
H: 1.991 4.109 6.811
H: -0.255 3.071 6.753
H: -1.154 2.173 4.664
H: -2.986 2.188 2.933
H: -4.192 0.426 4.233
H: -3.102 -1.787 4.523
H: -0.657 -1.603 4.844
H: 0.574 0.025 3.443
H: 1.123 4.539 -1.939
H: 0.963 6.437 -3.504
H: -1.257 7.195 -4.295
H: -3.299 6.059 -3.491
H: -3.141 4.178 -1.924
H: -1.713 1.513 -3.089
H: -3.963 0.751 -3.902
H: -5.870 1.534 -2.666
H: -5.654 2.583 -0.410
H: -3.474 2.872 0.645
F: -2.085 -5.987 -4.173
C: -3.129 -5.459 -3.517
F: -3.442 -6.314 -2.534
F: -4.163 -5.463 -4.377
C: -2.830 -4.074 -3.011
C: -2.162 -3.184 -3.843
C: -1.915 -1.897 -3.407
C: -2.277 -1.511 -2.119
C: -2.971 -2.402 -1.301
C: -3.259 -3.682 -1.752
C: -2.109 -0.132 -1.641
C: -1.961 0.405 -0.403
H: -1.833 -3.499 -4.825
H: -1.396 -1.203 -4.054
H: -3.302 -2.078 -0.326
H: -3.792 -4.373 -1.114
S: 4.996 0.824 1.941
C: 3.481 0.204 1.436
N: 2.700 1.011 0.797
C: 3.288 2.277 0.696
C: 2.676 3.427 0.196
C: 3.362 4.619 0.248
C: 4.661 4.681 0.782
C: 5.270 3.554 1.292
C: 4.559 2.350 1.257
H: 3.209 -0.817 1.654
H: 1.665 3.380 -0.192
H: 2.884 5.521 -0.111
H: 5.179 5.630 0.820
H: 6.253 3.607 1.738
S: 2.317 1.192 -2.326
C: 3.146 2.549 -2.896
N: 4.434 2.707 -2.485
C: 5.256 3.715 -2.851
C: 4.819 4.657 -3.728
C: 3.512 4.522 -4.237
C: 2.697 3.496 -3.846
H: 4.765 2.001 -1.835
H: 6.242 3.704 -2.412
H: 5.467 5.467 -4.022
H: 3.147 5.239 -4.961
H: 1.699 3.379 -4.237
C: -1.721 -6.956 2.736
C: -1.217 -5.720 3.492
C: -1.736 -5.772 4.936
C: 0.311 -5.755 3.537
C: -1.731 -4.451 2.835
C: -3.145 -4.205 2.784
C: -3.661 -3.003 2.441
C: -2.738 -1.839 2.347
O: -3.113 -0.871 1.394
B: -1.861 -0.218 1.091
O: -0.847 -1.369 1.029
C: -1.396 -2.319 1.846
C: -0.872 -3.510 2.213
H: -1.378 -7.869 3.227
H: -1.346 -6.960 1.713
H: -2.810 -6.988 2.697
H: -1.331 -6.642 5.455
H: -2.825 -5.838 4.970
H: -1.438 -4.877 5.484
H: 0.640 -6.662 4.047
H: 0.707 -4.898 4.085
H: 0.752 -5.753 2.540
H: -3.821 -5.019 3.014
H: -4.725 -2.822 2.367
H: 0.156 -3.746 1.989
C: 0.840 -6.529 -0.403
C: -0.167 -5.622 -0.698
C: 0.134 -4.276 -0.825
C: 1.433 -3.795 -0.693
C: 2.433 -4.721 -0.388
C: 2.138 -6.073 -0.237
Ge: 1.746 -1.943 -1.308
C: 3.747 -1.815 -1.292
C: 4.501 -2.156 -0.166
C: 5.886 -2.033 -0.133
C: 6.561 -1.549 -1.242
C: 5.840 -1.215 -2.381
C: 4.457 -1.352 -2.404
C: 1.415 -2.279 -3.267
C: 1.194 -1.280 -4.218
C: 1.055 -1.568 -5.571
C: 1.123 -2.880 -6.016
C: 1.331 -3.892 -5.092
C: 1.477 -3.594 -3.743
H: 0.616 -7.584 -0.301
H: -1.187 -5.962 -0.830
H: -0.658 -3.586 -1.065
H: 3.467 -4.417 -0.329
H: 2.933 -6.773 -0.011
H: 4.004 -2.564 0.710
H: 6.436 -2.323 0.755
H: 7.640 -1.458 -1.229
H: 6.359 -0.864 -3.265
H: 3.924 -1.099 -3.312
H: 1.107 -0.243 -3.914
H: 0.886 -0.764 -6.277
H: 1.014 -3.112 -7.068
H: 1.374 -4.924 -5.417
H: 1.636 -4.413 -3.056

The LUMO energy (alpha / beta) comes out at -0.956 / -0.956 eV. The multiplicity is 2. The energy above the lowest of the compared OMol25 structures with the same formula, charge and spin is 248.5 kJ/mol. Its expectation value of S² is 0.78. As for the orbital gap (alpha / beta): 0.186 / 0.214 hartree.

Löwdin population analysis, charges in e, atoms 1 to 99: atom 1 (Sc): 0.76, atom 2 (Te): 1.25, atom 3 (C): -0.55, atom 4 (C): -0.13, atom 5 (C): -0.16, atom 6 (N): 0.05, atom 7 (C): -0.16, atom 8 (C): -0.13, atom 9 (C): -0.97, atom 10 (P): 0.89, atom 11 (C): -0.36, atom 12 (C): -0.11, atom 13 (C): -0.08, atom 14 (C): -0.08, atom 15 (C): -0.07, atom 16 (C): -0.07, atom 17 (C): -0.39, atom 18 (C): -0.08, atom 19 (C): -0.02, atom 20 (C): -0.14, atom 21 (C): -0.03, atom 22 (C): -0.11, atom 23 (P): 0.87, atom 24 (C): -0.36, atom 25 (C): -0.13, atom 26 (C): -0.08, atom 27 (C): -0.08, atom 28 (C): -0.07, atom 29 (C): -0.06, atom 30 (C): -0.45, atom 31 (C): -0.17, atom 32 (C): -0.04, atom 33 (C): -0.07, atom 34 (C): -0.07, atom 35 (C): -0.06, atom 36 (H): 0.08, atom 37 (H): 0.10, atom 38 (H): 0.10, atom 39 (H): 0.09, atom 40 (H): 0.07, atom 41 (H): 0.10, atom 42 (H): 0.10, atom 43 (H): 0.11, atom 44 (H): 0.10, atom 45 (H): 0.11, atom 46 (H): 0.11, atom 47 (H): 0.14, atom 48 (H): 0.12, atom 49 (H): 0.11, atom 50 (H): 0.07, atom 51 (H): 0.10, atom 52 (H): 0.10, atom 53 (H): 0.11, atom 54 (H): 0.10, atom 55 (H): 0.14, atom 56 (H): 0.11, atom 57 (H): 0.10, atom 58 (H): 0.10, atom 59 (H): 0.10, atom 60 (F): 0.14, atom 61 (C): -0.60, atom 62 (F): 0.13, atom 63 (F): 0.14, atom 64 (C): -0.12, atom 65 (C): 0.01, atom 66 (C): 0.00, atom 67 (C): -0.14, atom 68 (C): 0.03, atom 69 (C): 0.01, atom 70 (C): -0.09, atom 71 (C): -0.06, atom 72 (H): 0.12, atom 73 (H): 0.11, atom 74 (H): 0.12, atom 75 (H): 0.13, atom 76 (S): 1.12, atom 77 (C): -0.44, atom 78 (N): -0.07, atom 79 (C): -0.37, atom 80 (C): -0.09, atom 81 (C): -0.07, atom 82 (C): -0.07, atom 83 (C): -0.08, atom 84 (C): -0.47, atom 85 (H): 0.08, atom 86 (H): 0.04, atom 87 (H): 0.11, atom 88 (H): 0.11, atom 89 (H): 0.11, atom 90 (S): 0.72, atom 91 (C): -0.65, atom 92 (N): 0.08, atom 93 (C): -0.06, atom 94 (C): -0.05, atom 95 (C): -0.04, atom 96 (C): -0.07, atom 97 (H): 0.14, atom 98 (H): 0.13, atom 99 (H): 0.11

For reference, strongest force on any atom by record: 4.79 2.64 0.98 eV/Å.